No. 1
Below is a cluster of 3 separate species, C2H7OS2 in total at a distorted geometry, with properties calculated with ωB97M-V/def2-TZVPD.

As for the spin multiplicity: 2. As for the total energy: -25903.159 eV. As for the charge: 0. For the HOMO-LUMO gap (spin up / spin down), the calculation gives 9.4 / 7.4 eV. The HOMO energy (spin up / spin down) is -8.8 / -9.3 eV. The value obtained for the max |F| is 1.02 eV Å⁻¹. The value obtained for the energy above the lowest of the compared OMol25 structures with the same formula, charge and spin is 0.0 kcal per mole.

Last columns: bonded neighbours and bond lengths (Å).
Atoms and positions in Å:
1 C 2.206 -0.395 1.309  O2 1.196, H3 1.098, H5 1.101
2 O 2.237 -0.013 2.442  C1 1.196
3 H 1.729 -1.353 1.063  C1 1.098
4 H 3.695 -6.538 2.605  H12 0.744
5 H 2.633 0.151 0.454  C1 1.101
6 C -1.945 1.877 -1.359  S7 1.817, H9 1.089, H10 1.082, H11 1.082
7 S -1.592 0.416 -0.337  C6 1.817, S8 1.954
8 S -0.010 -0.411 -1.133  S7 1.954
9 H -3.009 2.056 -1.209  C6 1.089
10 H -1.722 1.652 -2.393  C6 1.082
11 H -1.423 2.712 -0.913  C6 1.082
12 H 3.053 -6.169 2.534  H4 0.744

natural (NBO) atomic charge list, values in e, 2 entries:
1 C 0.278
2 O -0.501

***

No. 2
Below is the molecule C14H19N3O5 at a distorted geometry, with properties calculated with ωB97M-V/def2-TZVPD.

As for the total energy: -29535.259 eV. The SMILES is NC(=O)CC[C@H](N)C(=O)N[C@@H](Cc1ccc(O)cc1)C(=O)O. As for the charge: 0. For the HOMO-LUMO gap, the calculation gives 9.1 eV. The HOMO energy is -8.5 eV. The value obtained for the max |F| is 2.91 eV Å⁻¹. The value obtained for the energy above the lowest of the compared OMol25 structures with the same formula, charge and spin is 21.4 kcal per mole.

Last columns: bonded neighbours and bond lengths (Å).
Atoms and positions in Å:
1 N -0.068 0.945 -2.689  C2 1.369, H23 1.010, H24 1.010
2 C 0.676 -0.198 -2.565  N1 1.369, O3 1.242, C4 1.545
3 O 0.262 -1.284 -2.129  C2 1.242
4 C 2.161 0.085 -2.886  C2 1.545, C5 1.565, H25 1.098, H26 1.139
5 C 2.930 0.791 -1.719  C4 1.565, C6 1.540, H27 1.103, H28 1.065
6 C 2.812 0.151 -0.324  C5 1.540, N7 1.424, C8 1.540, H29 1.107
7 N 2.869 -1.272 -0.285  C6 1.424, H30 1.036, H31 1.051
8 C 1.577 0.821 0.307  C6 1.540, O9 1.225, N10 1.407
9 O 1.133 1.924 0.013  C8 1.225
10 N 1.052 0.068 1.374  C8 1.407, C11 1.468, H32 1.040
11 C 0.056 0.622 2.299  N10 1.468, C12 1.523, C20 1.522, H33 1.095
12 C -1.150 -0.291 2.480  C11 1.523, C13 1.519, H34 1.086, H35 1.085
13 C -2.027 -0.439 1.249  C12 1.519, C14 1.370, C19 1.376
14 C -1.803 -1.468 0.373  C13 1.370, C15 1.387, H36 1.134
15 C -2.641 -1.659 -0.715  C14 1.387, C16 1.416, H37 1.085
16 C -3.787 -0.859 -0.941  C15 1.416, O17 1.375, C18 1.369
17 O -4.497 -1.112 -2.091  C16 1.375, H38 0.995
18 C -4.051 0.155 -0.060  C16 1.369, C19 1.416, H39 1.122
19 C -3.174 0.294 1.043  C13 1.376, C18 1.416, H40 1.144
20 C 0.675 0.841 3.672  C11 1.522, O21 1.206, O22 1.340
21 O 0.102 1.204 4.669  C20 1.206
22 O 1.959 0.456 3.652  C20 1.340, H41 0.955
23 H -1.061 1.062 -2.543  N1 1.010
24 H 0.477 1.794 -2.694  N1 1.010
25 H 2.345 0.700 -3.777  C4 1.098
26 H 2.652 -0.922 -3.091  C4 1.139
27 H 3.951 0.916 -2.116  C5 1.103
28 H 2.588 1.800 -1.708  C5 1.065
29 H 3.651 0.601 0.241  C6 1.107
30 H 2.084 -1.621 -0.865  N7 1.036
31 H 3.759 -1.644 -0.702  N7 1.051
32 H 1.518 -0.836 1.590  N10 1.040
33 H -0.214 1.634 1.980  C11 1.095
34 H -1.775 0.078 3.288  C12 1.086
35 H -0.818 -1.253 2.856  C12 1.085
36 H -0.848 -2.075 0.453  C14 1.134
37 H -2.374 -2.375 -1.485  C15 1.085
38 H -5.082 -0.323 -2.248  O17 0.995
39 H -4.936 0.838 -0.160  C18 1.122
40 H -3.333 1.168 1.762  C19 1.144
41 H 2.351 0.683 4.492  O22 0.955

natural (NBO) atomic charge list, values in e, 2 entries:
1 N -0.815
2 C 0.681

***

No. 3
Below is a cluster of 7 separate species, C32H67N6O6 in total at a distorted geometry, with properties calculated with ωB97M-V/def2-TZVPD.

As for the total energy: -55486.273 eV. As for the charge: +1. For the HOMO-LUMO gap, the calculation gives 8.3 eV. The HOMO energy is -11.0 eV. The value obtained for the max |F| is 3.67 eV Å⁻¹.

Last columns: bonded neighbours and bond lengths (Å).
Atoms and positions in Å:
1 C 2.454 1.244 2.134  N2 1.480, H15 1.109, H16 1.109, H17 1.107
2 N 1.156 1.582 1.507  C1 1.480, C3 1.484, H18 1.020
3 C 0.677 0.541 0.563  N2 1.484, N4 1.467, H19 1.112, H20 1.110
4 N 1.723 -0.336 0.025  C3 1.467, C5 1.319, H21 1.013
5 C 1.477 -1.625 -0.113  N4 1.319, N6 1.376, N9 1.342
6 N 0.329 -2.334 0.154  C5 1.376, C7 1.320
7 C 0.577 -3.600 -0.126  N6 1.320, N8 1.344, H22 1.091
8 N 1.833 -3.767 -0.572  C7 1.344, N9 1.337, H23 1.016
9 N 2.357 -2.537 -0.556  C5 1.342, N8 1.337, C10 1.471
10 C 3.755 -2.299 -0.946  N9 1.471, C11 1.583, H24 1.102, H25 1.109
11 C 4.717 -2.370 0.309  C10 1.583, C12 1.553, H26 1.108, H27 1.106
12 C 4.055 -2.859 1.625  C11 1.553, C13 1.576, H28 1.111, H29 1.108
13 C 5.050 -2.655 2.829  C12 1.576, N14 1.480, H30 1.103, H31 1.109
14 N 4.689 -3.616 3.895  C13 1.480, H32 1.020, H33 1.019
15 H 2.589 0.174 2.390  C1 1.109
16 H 2.485 1.791 3.098  C1 1.109
17 H 3.276 1.669 1.527  C1 1.107
18 H 0.482 1.600 2.273  N2 1.020
19 H 0.150 0.992 -0.306  C3 1.112
20 H -0.104 -0.034 1.102  C3 1.110
21 H 2.642 -0.009 -0.250  N4 1.013
22 H -0.214 -4.331 0.052  C7 1.091
23 H 2.237 -4.661 -0.836  N8 1.016
24 H 4.101 -3.014 -1.709  C10 1.102
25 H 3.860 -1.292 -1.399  C10 1.109
26 H 5.522 -3.084 0.044  C11 1.108
27 H 5.183 -1.383 0.494  C11 1.106
28 H 3.769 -3.928 1.531  C12 1.111
29 H 3.133 -2.311 1.905  C12 1.108
30 H 6.082 -2.765 2.455  C13 1.103
31 H 4.845 -1.636 3.219  C13 1.109
32 H 3.765 -4.001 3.694  N14 1.020
33 H 4.544 -3.117 4.771  N14 1.019
34 C -0.321 -6.165 -4.185  C35 1.521, C38 1.518, H39 1.090, H40 1.092
35 C -0.556 -7.517 -3.529  C34 1.521, C36 1.520, H41 1.094, H42 1.089
36 C 0.861 -7.964 -3.211  C35 1.520, O37 1.438, H43 1.094, H44 1.090
37 O 1.624 -6.769 -2.973  C36 1.438, C38 1.430
38 C 0.859 -5.636 -3.389  C34 1.518, O37 1.430, H45 1.097, H46 1.092
39 H -1.186 -5.504 -4.156  C34 1.090
40 H -0.033 -6.303 -5.230  C34 1.092
41 H -1.123 -7.385 -2.603  C35 1.094
42 H -1.094 -8.224 -4.159  C35 1.089
43 H 1.312 -8.489 -4.058  C36 1.094
44 H 0.912 -8.611 -2.335  C36 1.090
45 H 0.522 -5.110 -2.487  C38 1.097
46 H 1.490 -4.961 -3.971  C38 1.092
47 C -0.559 4.640 -2.608  C48 1.516, C51 1.520, H52 1.089, H53 1.092
48 C 0.496 4.321 -1.567  C47 1.516, C49 1.514, H54 1.093, H55 1.091
49 C 1.449 3.437 -2.342  C48 1.514, O50 1.430, H56 1.099, H57 1.092
50 O 1.392 3.859 -3.707  C49 1.430, C51 1.439
51 C 0.275 4.751 -3.873  C47 1.520, O50 1.439, H58 1.095, H59 1.091
52 H -1.130 5.543 -2.394  C47 1.089
53 H -1.260 3.807 -2.693  C47 1.092
54 H 1.005 5.239 -1.262  C48 1.093
55 H 0.100 3.836 -0.674  C48 1.091
56 H 1.137 2.383 -2.302  C49 1.099
57 H 2.477 3.510 -1.979  C49 1.092
58 H 0.669 5.764 -4.002  C51 1.095
59 H -0.282 4.479 -4.771  C51 1.091
60 C -3.934 2.731 2.549  C61 1.519, C64 1.519, H65 1.089, H66 1.094
61 C -4.145 1.370 3.192  C60 1.519, C62 1.517, H67 1.094, H68 1.090
62 C -2.724 0.947 3.511  C61 1.517, O63 1.434, H69 1.098, H70 1.091
63 O -1.980 2.145 3.764  C62 1.434, C64 1.438
64 C -2.768 3.277 3.356  C60 1.519, O63 1.438, H71 1.094, H72 1.091
65 H -4.812 3.374 2.581  C60 1.089
66 H -3.640 2.607 1.502  C60 1.094
67 H -4.718 1.483 4.117  C61 1.094
68 H -4.667 0.659 2.552  C61 1.090
69 H -2.259 0.435 2.658  C62 1.098
70 H -2.667 0.290 4.381  C62 1.091
71 H -3.115 3.788 4.259  C64 1.094
72 H -2.147 3.968 2.784  C64 1.091
73 C 4.627 3.438 -4.941  C74 1.518, C77 1.519, H78 1.089, H79 1.093
74 C 4.408 2.079 -4.301  C73 1.518, C75 1.521, H80 1.094, H81 1.090
75 C 5.832 1.655 -3.973  C74 1.521, O76 1.429, H82 1.095, H83 1.094
76 O 6.569 2.853 -3.716  C75 1.429, C77 1.435
77 C 5.788 3.984 -4.127  C73 1.519, O76 1.435, H84 1.096, H85 1.090
78 H 3.749 4.082 -4.914  C73 1.089
79 H 4.927 3.312 -5.985  C73 1.093
80 H 3.829 2.192 -3.380  C74 1.094
81 H 3.889 1.368 -4.944  C74 1.090
82 H 6.300 1.145 -4.822  C75 1.095
83 H 5.886 0.999 -3.100  C75 1.094
84 H 5.434 4.496 -3.225  C77 1.096
85 H 6.413 4.674 -4.695  C77 1.090
86 C -4.530 -1.014 7.019  C87 1.515, C90 1.518, H91 1.090, H92 1.094
87 C -4.534 0.081 8.067  C86 1.515, C88 1.518, H93 1.093, H94 1.090
88 C -5.413 1.133 7.415  C87 1.518, O89 1.435, H95 1.096, H96 1.091
89 O -6.357 0.435 6.589  C88 1.435, C90 1.436
90 C -5.944 -0.935 6.474  C86 1.518, O89 1.436, H97 1.095, H98 1.092
91 H -4.281 -1.999 7.416  C86 1.090
92 H -3.811 -0.771 6.231  C86 1.094
93 H -5.004 -0.284 8.983  C87 1.093
94 H -3.541 0.453 8.318  C87 1.090
95 H -4.828 1.797 6.768  C88 1.096
96 H -5.946 1.743 8.146  C88 1.091
97 H -6.633 -1.544 7.068  C90 1.095
98 H -6.009 -1.253 5.432  C90 1.092
99 C -4.449 0.932 -2.462  C100 1.520, C103 1.520, H104 1.090, H105 1.094
100 C -5.383 1.838 -3.247  C99 1.520, C101 1.520, H106 1.093, H107 1.089
101 C -5.231 3.158 -2.509  C100 1.520, O102 1.435, H108 1.095, H109 1.090
102 O -3.896 3.184 -1.984  C101 1.435, C103 1.429
103 C -3.319 1.883 -2.106  C99 1.520, O102 1.429, H110 1.097, H111 1.093
104 H -4.111 0.058 -3.019  C99 1.090
105 H -4.947 0.584 -1.552  C99 1.094
106 H -5.023 1.941 -4.275  C100 1.093
107 H -6.413 1.486 -3.282  C100 1.089
108 H -5.927 3.224 -1.665  C101 1.095
109 H -5.387 4.022 -3.155  C101 1.090
110 H -2.567 1.920 -2.904  C103 1.097
111 H -2.821 1.614 -1.171  C103 1.093

Mulliken atomic charge list, values in e, 2 entries:
1 C -0.892
2 N -0.220

***

- Which value of max |F| does entry 2 give?
  2.91 eV Å⁻¹